C28H61ClN2O6P | wB97M-V/def2-TZVPD

CARTESIAN COORDINATES (ANGSTROEM)
C (0.734, -0.148, 0.212)
H (3.975, -1.802, 3.955)
H (3.487, 5.030, 3.431)
C (0.192, -2.866, 1.651)
C (-2.177, 2.543, 0.677)
H (-5.596, -1.834, -8.791)
C (1.680, -4.440, 5.807)
P (-0.907, -2.074, 2.954)
C (-5.745, -1.556, -6.642)
H (-0.447, -2.978, 0.649)
C (-4.639, 1.561, 0.457)
H (0.584, -4.615, 6.246)
C (-2.126, 0.428, -3.716)
H (6.282, 5.871, 4.707)
H (-0.314, -1.150, -1.799)
O (1.552, -1.351, 0.014)
H (4.095, 3.997, 2.156)
H (5.047, 6.211, 1.923)
C (1.558, -5.916, 3.769)
C (2.370, -1.288, 2.382)
H (-6.164, 0.599, -8.446)
H (4.975, 4.004, 5.089)
H (-7.142, -2.285, -8.100)
H (6.342, 5.094, 2.309)
H (0.413, -3.989, 1.987)
C (4.818, 3.495, 4.130)
C (2.830, -2.073, 3.747)
H (6.938, 3.360, 3.674)
H (-2.395, -0.343, 2.932)
C (-0.143, -0.002, -2.023)
O (-2.261, -2.953, 3.006)
H (2.428, -5.225, 6.262)
H (5.093, 1.130, 2.657)
H (0.477, -6.309, 4.086)
H (2.011, -3.362, 6.174)
H (6.562, 7.205, 3.582)
C (-3.250, 1.913, -0.394)
H (-4.672, 0.455, 0.842)
H (-3.664, 0.120, -1.739)
H (-1.865, -2.272, -7.880)
H (-4.635, 2.255, 1.408)
H (1.004, 0.027, 3.447)
C (4.391, 4.520, 3.073)
H (5.736, 2.446, 1.653)
H (-6.530, -1.305, -5.918)
C (5.832, 6.452, 3.898)
O (3.725, -4.425, 3.009)
C (5.446, 5.571, 2.719)
N (1.656, -4.498, 4.296)
O (-1.436, -0.443, 2.660)
H (-1.274, 0.329, -4.513)
H (2.134, 1.554, 1.117)
H (-3.425, -2.992, -7.468)
O (0.830, 0.628, -1.070)
C (5.921, 1.837, 2.543)
H (-3.015, 1.123, -4.043)
H (-2.458, -0.291, -0.351)
H (-1.098, 2.411, 0.191)
H (-1.339, 2.033, -2.193)
H (1.615, -5.943, 2.593)
C (-6.344, -1.535, -8.050)
H (2.264, -1.676, 4.721)
H (-7.371, -0.233, -9.432)
O (-0.294, -2.135, 4.609)
C (-2.729, -2.188, -7.212)
H (-2.616, -0.054, -7.140)
C (-4.562, -0.607, -6.420)
H (-0.404, -1.208, 5.005)
H (-7.714, 0.114, -7.729)
C (1.258, 0.807, 1.433)
H (2.346, -3.069, 0.979)
H (3.986, 2.799, 4.294)
H (-4.903, 0.431, -6.515)
H (6.308, 2.036, 4.636)
H (-2.329, 3.703, 0.847)
H (2.511, 0.658, 3.075)
H (2.396, -6.588, 4.243)
H (4.956, 6.977, 4.295)
C (-2.714, 0.530, -1.144)
H (0.418, 0.027, -3.077)
H (-5.439, -2.582, -6.407)
H (-0.382, -0.491, 0.280)
H (-3.463, 2.737, -1.198)
H (-2.378, -2.346, -6.187)
H (0.351, 1.524, 1.728)
H (-3.671, -0.662, -8.401)
H (-2.586, -0.661, -3.558)
C (-1.521, 0.863, -2.219)
H (-4.220, -0.715, -5.383)
C (2.782, -3.714, 3.657)
H (-5.564, 1.770, -0.263)
C (-6.928, -0.183, -8.432)
C (6.076, 2.693, 3.790)
H (6.835, 1.261, 2.366)
C (-3.371, -0.818, -7.360)
C (1.598, -2.181, 1.265)
N (1.710, 0.075, 2.681)
Cl (3.999, -0.790, 1.547)
H (-2.306, 1.959, 1.686)

Forces on the atoms, in the same order (eV/Å):
-0.2 0.4 -1.7
-2.6 -0.7 -0.7
0.1 0.0 0.0
0.9 -0.4 -1.0
0.3 -0.2 -1.0
0.0 0.0 0.1
-0.6 0.7 1.2
-8.1 -3.5 2.5
0.1 -0.1 0.0
1.2 0.5 2.3
0.3 0.7 -0.6
2.5 0.3 -1.1
0.0 -0.9 1.0
0.0 0.1 0.0
0.2 2.4 -0.2
-1.0 0.2 2.6
0.0 0.0 0.0
0.0 -0.1 0.0
-0.6 -0.7 0.1
1.6 -1.7 -0.2
-0.1 0.0 0.0
-0.1 -0.1 -0.1
0.1 0.0 0.0
-0.1 0.0 0.0
-0.7 2.7 -0.2
0.2 0.2 0.1
0.9 0.1 1.4
-0.1 0.0 0.0
1.3 -0.7 -0.3
0.2 0.5 -2.1
5.5 3.3 -0.5
-1.4 1.5 -1.0
0.2 0.2 0.0
2.5 0.8 -0.6
-0.7 -2.3 -0.8
-0.1 -0.1 0.1
-0.3 -0.5 0.9
0.2 2.0 -0.9
2.1 0.8 1.3
-0.1 -0.1 0.1
-0.4 -1.3 -2.0
0.2 -0.2 -0.9
-0.1 -0.1 -0.1
0.0 -0.1 0.0
0.1 0.0 -0.1
0.1 0.1 0.0
-5.4 5.0 3.2
-0.1 0.1 0.0
2.5 1.2 -0.8
1.4 -2.0 0.7
-1.8 0.5 1.4
-1.9 -2.1 0.4
0.1 0.0 0.1
-1.5 -2.6 2.4
0.2 0.1 0.0
2.0 -1.3 0.6
-0.3 1.5 -1.3
-2.1 0.2 1.3
0.1 -2.5 -0.1
0.1 0.1 2.5
-0.1 0.0 0.1
0.8 -1.0 -2.3
0.0 0.1 0.1
-0.2 2.8 -2.9
0.1 -0.1 -0.2
-0.1 0.0 -0.1
-0.1 0.1 -0.1
0.0 -1.8 -0.6
0.1 0.0 -0.1
-1.3 2.5 -1.7
-1.6 2.1 0.8
-0.1 -0.1 0.0
0.0 -0.1 0.0
0.0 0.1 0.0
0.1 -2.5 -0.3
-1.1 -0.8 -0.4
-1.6 1.2 -1.1
0.1 -0.1 0.0
-1.0 1.0 -0.1
-1.1 0.0 2.4
0.0 0.1 0.0
2.0 0.9 0.6
0.3 -1.7 1.4
-0.1 0.0 0.0
1.9 -1.8 -0.5
0.0 0.0 0.1
1.0 2.3 -0.5
-0.7 -0.6 -0.6
0.0 0.0 -0.1
2.8 -4.6 -1.8
1.9 -0.5 1.9
-0.1 0.0 -0.2
-0.1 -0.1 0.1
-0.2 0.0 -0.1
0.0 0.1 0.2
1.1 -0.2 -1.2
1.5 -0.1 0.5
-1.9 -0.6 0.7
0.6 1.2 -1.9

Its spin multiplicity is 1. As for the frontier orbital gap: 8.677 eV. The value obtained for the total energy is -67088.50460 eV. Its charge is +1. The HOMO energy comes out at -12.26 eV. The value obtained for the LUMO energy is -3.581 eV.

C28H62ClNO22P5 | wB97M-V/def2-TZVPD

CARTESIAN COORDINATES (ANGSTROEM)
H (-1.362, -1.807, 0.081)
O (-5.203, 8.556, -0.496)
H (0.993, -8.985, 3.623)
P (-1.793, 5.481, 4.762)
H (-1.839, -1.741, 4.079)
O (-0.437, 6.443, 4.661)
C (-0.306, 1.433, 1.301)
H (13.049, 0.168, -4.698)
C (4.153, -1.167, -6.563)
C (-3.591, -8.659, 3.102)
H (8.049, 1.697, -2.751)
O (-2.722, -7.530, 3.304)
H (7.199, -2.365, -6.310)
H (0.145, -0.261, 3.873)
H (1.443, 1.358, -1.607)
H (12.366, 0.914, -6.158)
H (7.285, -1.616, -4.711)
H (-1.227, 7.873, 3.349)
H (-4.204, -8.826, 3.987)
O (-3.538, 7.518, 1.210)
C (-2.544, -3.619, 0.000)
H (3.669, -0.580, -7.344)
O (-2.430, -8.037, 5.557)
C (-2.364, -1.929, 2.017)
H (-0.162, -2.520, -5.324)
H (-6.611, 9.710, 0.486)
H (-0.336, -3.153, -9.368)
P (9.581, 0.168, -5.505)
P (2.378, -3.087, -7.065)
H (-1.371, 0.509, 3.416)
H (-3.018, -9.558, 2.870)
C (0.736, -3.036, -4.986)
C (-0.655, -0.257, 3.106)
H (0.908, -4.416, -9.260)
N (-3.403, -2.791, 2.661)
H (-5.278, 6.326, 3.068)
C (-3.362, 3.857, 3.367)
H (-7.037, 6.479, 2.886)
C (0.203, 1.892, 0.097)
C (-1.293, -1.666, 3.125)
H (2.050, -0.877, -0.715)
H (0.637, -4.108, -5.161)
H (9.307, 2.341, -3.822)
H (0.846, -2.863, -3.920)
H (-4.909, 7.423, -2.687)
H (-0.075, 2.885, -0.250)
H (-2.563, -2.117, -1.591)
H (-3.596, -3.656, 0.297)
H (-5.404, 10.585, -0.464)
O (3.932, -2.576, -6.771)
O (11.010, 0.408, -4.665)
P (-1.416, -7.710, 4.326)
H (1.112, -1.625, 1.433)
O (-3.216, -0.354, 0.356)
H (5.225, -0.985, -6.597)
H (-1.522, -8.566, 7.339)
H (-1.069, 8.392, 5.051)
C (0.690, -3.364, -9.072)
O (-5.941, 7.413, 1.415)
O (-0.999, -6.275, 4.320)
H (-4.220, -2.714, 2.065)
O (-0.131, -8.297, 5.244)
H (9.721, 1.165, -2.543)
C (1.040, 1.057, -0.636)
H (-6.143, 5.371, 1.834)
H (-4.941, 9.877, 1.094)
C (-0.613, 7.811, 4.248)
H (-5.465, 5.854, -2.040)
H (-2.066, -4.610, 0.018)
C (-5.558, 9.740, 0.206)
H (8.685, -2.518, -5.356)
C (12.216, 0.146, -5.399)
O (0.818, -3.077, -7.672)
H (-3.290, 6.592, 7.733)
O (-2.437, 6.470, 5.886)
C (-1.680, -2.588, 0.782)
O (-3.584, 0.138, 2.466)
C (7.856, -1.856, -5.607)
C (-3.349, 5.960, 6.846)
H (1.534, -7.443, 4.338)
O (-1.115, 4.297, 5.371)
H (-4.408, 3.612, 3.200)
H (-4.368, 6.005, 6.459)
O (2.621, -4.559, -7.041)
O (8.701, 0.374, -4.161)
O (9.604, 1.376, -6.379)
C (-4.595, 6.482, -2.234)
C (-2.064, -7.730, 6.896)
O (-3.282, 4.767, 4.487)
P (-4.697, 7.240, 0.314)
H (0.370, 8.226, 4.033)
O (1.886, -2.498, -5.645)
H (-2.814, 2.940, 3.579)
C (-2.560, -3.209, -1.502)
H (1.807, -8.974, 5.196)
H (3.780, -0.866, -5.584)
C (0.866, -0.631, 1.049)
H (-2.979, -7.574, 7.465)
O (-3.858, 6.734, -1.023)
H (-3.476, -3.592, -1.971)
H (-2.963, 4.328, 2.468)
H (-0.758, -3.102, 1.099)
Cl (-1.145, -3.867, -2.418)
C (1.395, -0.197, -0.169)
H (-0.973, 2.065, 1.889)
C (-6.101, 6.329, 2.353)
H (-0.531, -2.459, 3.147)
H (-3.103, 4.936, 7.125)
H (12.179, -0.837, -5.869)
C (-0.001, 0.155, 1.792)
C (1.119, -8.429, 4.552)
H (-3.011, -3.730, 2.655)
H (-1.458, -6.825, 6.946)
C (8.971, 1.458, -3.278)
H (-4.245, -8.432, 2.262)
H (1.360, -2.736, -9.660)
O (8.335, -0.647, -6.233)
C (-3.116, -0.624, 1.584)
H (-3.935, 5.965, -2.927)

Forces on the atoms, in the same order (eV/Å):
-0.2 -0.1 0.3
-0.1 -0.3 -0.3
0.1 0.0 0.0
0.9 -2.8 7.2
0.2 0.0 -0.3
-1.9 0.4 -2.7
-0.1 0.0 0.1
-0.1 0.0 0.1
0.2 0.1 0.2
-0.3 0.0 -0.1
-0.1 -0.1 -0.1
1.7 -2.9 -0.8
0.1 0.1 -0.1
-0.3 0.0 -0.2
-0.2 0.1 0.3
-0.1 0.0 0.0
0.1 0.1 0.0
0.0 0.1 0.0
0.1 0.0 0.0
-0.2 -1.2 0.1
0.9 0.8 -1.5
0.1 0.1 0.1
-0.2 -0.6 -0.4
0.2 0.0 0.4
0.0 -0.1 0.0
0.0 0.0 0.1
0.0 0.0 0.1
-3.3 6.7 0.9
-0.9 -4.9 5.7
0.0 -0.3 -0.2
-0.1 0.0 0.0
-0.4 0.1 0.0
1.1 -0.6 0.1
0.1 0.0 0.0
0.8 0.4 -0.4
0.1 0.0 -0.1
0.1 -0.4 -0.1
0.0 0.1 -0.1
0.0 -0.2 0.2
-0.7 0.8 0.2
-0.1 0.3 0.0
0.1 0.0 -0.1
0.0 -0.1 -0.1
0.2 0.1 -0.1
0.0 0.0 0.1
0.1 -0.2 -0.1
0.1 -0.3 0.0
0.3 -0.1 0.2
0.1 -0.1 -0.1
-1.4 1.7 -2.4
-0.2 -3.2 -1.0
-1.9 6.4 5.1
0.0 0.2 -0.2
0.3 -1.1 -0.1
0.0 -0.1 -0.1
0.1 0.1 0.0
-0.1 -0.1 0.0
-0.2 -0.3 -0.1
-0.5 -2.9 -1.8
0.6 -0.7 -1.2
-0.1 -0.5 0.2
-0.3 -2.3 -2.7
0.1 0.1 0.0
0.5 0.1 -0.8
0.0 0.0 0.1
0.0 -0.1 0.0
0.1 0.2 0.0
0.0 0.0 -0.1
-0.5 0.1 0.4
-0.3 0.1 0.1
-0.1 -0.1 0.0
0.2 0.3 -0.1
1.9 2.3 -1.6
0.1 0.1 -0.1
0.1 0.5 -0.5
-0.1 -0.6 0.1
0.3 -0.8 0.7
-0.3 -0.2 0.0
-0.4 0.0 0.0
-0.1 0.0 -0.1
0.2 0.1 -1.2
0.0 0.0 0.1
0.0 -0.1 0.0
0.3 0.6 -1.2
0.1 -0.5 -0.1
0.6 -1.1 -0.5
0.1 0.0 -0.3
0.1 -0.2 0.3
0.8 2.0 -2.8
3.6 6.4 1.2
0.0 -0.2 0.0
0.3 0.4 -0.4
0.0 0.0 0.0
-1.0 0.0 0.6
-0.1 0.0 0.1
-0.1 -0.1 -0.1
0.2 -0.5 0.2
-0.1 0.0 -0.2
-2.6 -1.9 0.7
0.5 0.0 -0.2
-0.1 -0.1 -0.1
-0.3 0.1 0.1
-0.2 0.1 0.2
-0.4 -0.3 0.7
0.1 -0.2 -0.2
0.1 0.0 0.4
-0.1 0.2 -0.2
0.0 0.0 -0.1
0.1 0.0 0.0
-0.6 0.8 0.1
0.3 0.2 0.1
-0.5 -0.2 0.0
0.0 0.0 -0.1
0.2 0.1 0.3
0.1 0.1 0.0
-0.1 0.0 -0.1
2.5 -1.9 0.7
-0.5 1.8 -0.6
0.1 -0.1 0.2

Its spin multiplicity is 1. As for the frontier orbital gap: 4.242 eV. The value obtained for the total energy is -135542.15256 eV. Its charge is -1. The HOMO energy comes out at -4.31 eV. The value obtained for the LUMO energy is -0.063 eV.